(1)
A 5-piece molecular cluster, C39H54F32O8S overall in a non-equilibrium geometry, computed with wB97M-V/def2-TZVPD.

Cartesian coordinates (Å):
S: 2.63709 1.56921 4.56357
F: 0.99856 0.37400 -2.51037
F: -2.37444 -4.55026 -4.76319
F: -7.04243 0.81930 1.54092
F: -9.69129 0.48857 1.33693
F: -3.27454 0.68734 -7.79209
F: 2.57681 -1.36209 -1.70983
F: 3.43315 -2.47586 -4.93599
F: -2.03504 -9.89155 -2.31880
F: -2.15399 -1.17936 -7.57993
F: 2.38365 2.05606 -0.95851
F: -7.76268 2.97671 4.66817
F: -2.12414 -12.45102 -3.10278
F: -6.14973 -8.79872 -3.70548
F: -1.94948 -3.53226 -6.64251
F: 1.04382 2.36476 -3.37452
F: -6.89665 0.81056 6.00139
F: -4.13901 -9.06471 -5.45304
F: -7.36348 0.23700 3.94100
F: -5.63561 3.04971 5.13789
F: -9.30388 1.55498 3.20740
F: -1.84403 -1.09364 -5.15010
F: -5.61509 -0.73292 -7.30543
F: -3.42255 -11.31043 -4.44262
F: -7.88081 2.17578 0.06872
F: -4.41973 -7.01043 -4.78145
F: -0.42108 -2.66533 -4.61407
F: -0.20999 -10.45129 -3.34823
F: -4.23183 -0.58773 -5.64127
F: 4.39568 -0.84488 -3.86101
F: 3.91418 -2.98368 -2.31633
F: -4.50877 -9.87359 -2.73767
F: 3.83229 0.77361 -1.97271
O: -7.27070 2.99630 1.99605
O: 3.37509 2.77605 4.47877
O: 2.29047 0.82015 -4.28109
O: -1.63892 -9.18344 -4.40246
O: 3.13954 0.67248 5.52868
O: 1.10182 1.81781 4.94567
O: -4.45230 -2.50211 -6.77735
O: -2.62107 2.14965 4.34746
C: 3.22634 -1.50436 -4.00502
C: 0.20015 1.86639 2.64105
C: -2.14272 -11.50824 -4.07064
C: -7.82230 1.90719 1.38951
C: -3.97674 -8.24516 -4.39602
C: 2.17648 -0.55389 -4.59551
C: -2.47798 -8.09197 -4.09890
C: 0.35026 5.38278 1.95581
C: -0.48758 4.15643 1.72570
C: -4.02324 -3.14322 -5.59998
C: 8.27234 2.58669 2.98552
C: 10.66267 2.86454 3.59197
C: 7.24151 2.25027 1.94085
C: 0.33157 2.87495 1.49521
C: -1.86522 1.00243 3.90750
C: -1.52630 -10.22124 -3.52075
C: 2.54800 0.71984 2.99067
C: -6.51865 0.96227 4.70897
C: -9.25291 1.65421 1.86500
C: -0.86095 6.59065 3.81771
C: 1.80183 1.28444 -3.09888
C: -3.36624 -0.65810 -7.86258
C: 5.81859 2.37877 2.51985
C: 3.62526 1.17886 2.02675
C: -1.74233 -2.32919 -4.61981
C: 1.15099 0.69463 2.35084
C: 0.51832 2.62635 3.91161
C: 9.67990 2.74177 2.43778
C: -1.23625 1.32793 2.57608
C: -6.56172 2.44617 4.35097
C: -4.41295 -1.13816 -6.85706
C: 2.86131 -2.22953 -2.71003
C: -4.88200 -8.67943 -3.24350
C: 5.03830 1.05536 2.59150
C: -6.20556 2.82485 2.90727
C: -2.51430 -3.36777 -5.43088
C: 10.90521 4.32165 4.00605
C: 2.91952 1.74541 -2.16383
C: -0.45366 6.59622 2.34400
H: 0.19886 7.43964 2.22045
H: 0.70759 -0.25628 2.55329
H: 7.32058 2.97557 1.15208
H: 1.15946 3.45363 3.67178
H: 10.78345 4.45093 5.05884
H: -4.45526 -4.13917 -5.66917
H: -4.87053 -7.93330 -2.44289
H: -1.29208 6.77888 1.69678
H: 9.71317 3.66634 1.88937
H: -2.40104 2.25898 5.27002
H: 9.95733 1.92718 1.79362
H: 10.28255 2.36527 4.46050
H: 1.12161 5.25386 2.69794
H: 11.60002 2.39082 3.37894
H: 10.18386 4.95887 3.53811
H: 5.28211 3.11430 1.95719
H: 2.32578 -0.58869 -5.67155
H: 1.30819 0.71246 1.28953
H: 3.39112 2.16269 1.67198
H: 7.39663 1.28273 1.49757
H: 11.89008 4.60686 3.70961
H: -0.37023 3.05047 4.31891
H: -1.82635 7.03686 3.92413
H: 2.79552 -0.29038 3.23146
H: 0.86187 5.60427 1.03564
H: -0.05723 2.41202 0.61182
H: -2.57336 0.20826 3.75538
H: 4.99883 0.77157 3.62342
H: -5.43398 2.17190 2.50099
H: -2.13171 -7.30463 -4.76405
H: 1.16576 -0.91777 -4.42985
H: 3.42509 2.62158 -2.57455
H: -9.90589 2.46866 1.54421
H: -1.57308 -11.85944 -4.93368
H: -1.13537 0.76473 4.65760
H: -0.91581 5.58622 4.19879
H: -1.22708 4.00182 2.48776
H: -4.46389 -2.68761 -4.71325
H: 2.00019 -2.88546 -2.86815
H: -3.65205 -0.95276 -8.87438
H: -1.19401 0.40650 2.02422
H: -1.05242 4.32590 0.82856
H: -2.09685 -2.29832 -3.58561
H: -2.30373 -7.72100 -3.08900
H: -5.75463 3.81156 2.97327
H: 5.59134 0.28072 2.10468
H: -1.89237 1.96322 2.01646
H: 1.35770 3.14538 1.34687
H: 5.90575 2.75139 3.52025
H: 3.53840 0.49311 1.20717
H: 8.27660 1.89188 3.80666
H: -0.14381 7.15087 4.37290
H: -5.50333 0.57135 4.59274
H: 7.99892 3.55012 3.37614

Output
- Relative energy (zero: lowest compared OMol25 entry of this formula, charge and spin): 26.0 kcal/mol
- Maximum force: 0.0350 Eh/bohr

Löwdin population analysis, charges in e, atoms 1 to 6:
1 S 0.635
2 F 0.137
3 F 0.097
4 F 0.141
5 F 0.100
6 F 0.105

---

(2)
C36H39BrNO5PS as an isolated structure, computed with wB97M-V/def2-TZVPD.

Cartesian coordinates (Å):
Br: -1.78938 -0.70889 -1.52796
S: -1.50236 -2.75646 0.67812
P: 1.29412 -2.27849 0.69363
O: -1.98304 -1.28288 0.19376
O: 1.51175 -0.74455 0.29897
O: -0.03308 -2.74853 -0.09495
O: -2.24028 -3.75960 -0.02690
O: 2.30108 -3.09835 -0.23593
N: 1.27808 -2.57325 2.18858
C: -5.45061 -1.18528 -2.20565
C: -4.79636 4.33697 -3.58624
C: 0.21469 2.15254 3.20914
C: -3.41321 1.94372 -3.80652
C: 4.15349 -6.54064 -4.28601
C: 2.65239 3.16977 4.06414
C: -1.43153 5.84152 2.35029
C: 3.30476 -6.20486 -3.23972
C: -6.37869 -2.29173 -0.28580
C: 5.20895 -3.53650 1.92106
C: -0.95388 6.85761 3.16632
C: 5.89000 -4.14026 0.87076
C: -4.68415 3.49716 -2.48679
C: -5.29650 -2.03095 -1.11593
C: -7.76291 -0.86168 -1.63593
C: -3.52357 2.78264 -4.90691
C: -4.21463 3.98110 -4.79546
C: -2.96850 8.11225 2.78315
C: 7.22710 -3.52269 3.22444
C: -2.67863 5.95946 1.75216
C: 7.90662 -4.13195 2.17830
C: -3.44688 7.09537 1.96822
C: -6.68186 -0.59909 -2.46596
C: 2.61568 2.17016 3.10138
C: 3.54202 -5.05136 -2.50538
C: 1.39707 1.66199 2.67082
C: 1.46887 3.66359 4.59622
C: -7.61114 -1.70845 -0.54584
C: -3.98924 2.30048 -2.59568
C: 5.87749 -3.22680 3.09766
C: 4.62214 -4.24133 -2.81924
C: -1.72251 7.99293 3.38353
C: 0.25000 3.15354 4.16981
C: 5.47671 -4.57542 -3.86042
C: 7.23807 -4.44396 1.00311
C: 5.23823 -5.72903 -4.59506
H: 5.89952 -5.99816 -5.40866
H: -8.45446 -1.91339 0.10133
H: -4.33970 -2.49316 -0.91091
H: 2.46168 -6.83863 -2.99751
H: -3.05171 5.16554 1.11752
H: 7.76532 -4.92331 0.18843
H: -2.88012 1.00415 -3.89821
H: -6.79619 0.06465 -3.31380
H: -0.73629 1.75629 2.87501
H: -0.82892 4.95797 2.18225
H: 1.49583 4.44694 5.34314
H: 6.32192 -3.94257 -4.09837
H: 1.44519 -1.79684 2.81406
H: 2.90409 -4.77366 -1.67785
H: -3.07385 2.50207 -5.85071
H: 0.01913 6.76193 3.63194
H: -8.72408 -0.40660 -1.83855
H: -3.90402 1.64309 -1.73969
H: 5.34316 -2.76418 3.91728
H: 4.79769 -3.34001 -2.24259
H: 1.36579 0.88745 1.91615
H: 4.14842 -3.32061 1.85029
H: 7.74863 -3.28414 4.14235
H: 3.97201 -7.43910 -4.86178
H: -5.13853 3.77388 -1.54412
H: -1.35068 8.78534 4.02053
H: 3.60287 3.56519 4.39891
H: 8.95840 -4.36611 2.28048
H: 3.53930 1.78796 2.68442
H: -5.33907 5.26970 -3.50141
H: 5.37287 -4.39937 -0.04575
H: -4.41926 7.18835 1.50159
H: -0.67298 3.54121 4.58210
H: -4.30130 4.63715 -5.65199
H: 1.94468 -0.59896 -0.55200
H: -6.25847 -2.95078 0.56467
H: -4.61036 -0.97801 -2.85575
H: 3.22415 -2.90976 -0.01230
H: -3.56705 8.99863 2.95023

Output
- Maximum force: 0.0072 Eh/bohr

Löwdin population analysis, charges in e, atoms 1 to 6:
1 Br 0.838
2 S 0.853
3 P 0.323
4 O -0.883
5 O -0.137
6 O -0.455

---

(3)
A 7-piece molecular cluster, C25H33F6O20P overall in a non-equilibrium geometry, computed with wB97M-V/def2-TZVPD.

Cartesian coordinates (Å):
P: -1.53898 1.45429 1.24009
F: -7.78514 -1.70230 0.09370
F: -0.76622 -6.07078 2.02982
F: 4.54837 4.95976 2.72528
F: -5.08599 0.33950 -6.15666
F: 3.85973 -0.17765 -4.28086
F: 2.21084 -2.78957 3.55228
O: -3.02605 -4.49863 4.10521
O: 7.27989 2.36820 -5.53520
O: -4.17735 -3.29404 2.59362
O: -1.75214 -0.78783 3.74898
O: -7.13467 1.28247 -6.32827
O: 5.49836 0.99912 -5.30511
O: 6.94107 1.22748 -3.62343
O: 0.11944 -0.42724 4.94459
O: 5.03959 2.02296 4.46032
O: -2.34102 -4.45284 1.99247
O: -8.98158 2.43242 -5.72753
O: -4.80894 0.86998 -1.96308
O: 0.17856 -1.85204 3.23429
O: -6.99738 2.84323 -4.74857
O: 4.99531 4.21920 4.81476
O: 3.34615 1.36661 -0.79551
O: -6.46208 -0.51238 -1.30367
O: 3.35531 0.54423 1.31717
O: 5.07913 2.80269 6.57072
O: -4.65153 -0.28149 -0.04383
C: -1.27538 -5.02735 2.72881
C: -5.56349 -1.08807 0.72243
C: 6.64341 1.61716 -4.88750
C: 1.24034 1.35852 -2.11208
C: -0.12513 -0.31618 -0.61046
C: 3.71097 -0.99233 -0.50202
C: -7.82793 2.21075 -5.60558
C: 3.45399 0.35604 0.10398
C: 1.40335 -1.05996 4.99730
C: -5.72071 2.18824 -4.78169
C: -3.27398 -4.00361 2.87402
C: 5.03991 2.99194 5.40618
C: -1.96782 -5.45901 4.00435
C: 5.85424 0.44502 -3.12244
C: 5.20578 -0.04363 -4.40035
C: -5.75370 1.52116 -6.13935
C: -6.51569 -1.56869 -0.35161
C: -5.26304 0.10528 -1.17600
C: -0.10537 0.65436 -1.80863
C: -1.30052 -0.14455 0.36561
C: 1.98811 1.89362 -0.89665
C: -0.60963 -0.99543 3.96065
C: 4.81726 2.63248 3.18269
C: 1.53246 -1.61219 3.59563
C: 5.26630 4.05597 3.43478
H: 6.32747 4.23838 3.25682
H: -1.80270 2.30947 0.15622
H: -0.20446 -1.33242 -1.01102
H: -5.66325 1.45676 -3.97739
H: -0.21335 1.81312 1.56574
H: -6.21751 -2.49703 -0.84115
H: 6.22603 -0.35665 -2.48957
H: -0.36192 0.07108 -2.69543
H: -5.38554 2.13669 -6.96234
H: -4.91917 2.91247 -4.66921
H: 4.54369 -0.93779 -1.20008
H: 2.10423 2.97631 -0.93712
H: 1.46588 1.67395 0.03044
H: -1.33248 -5.42009 4.88390
H: 5.61232 -0.97872 -4.78955
H: 3.95833 -1.70173 0.28681
H: -0.49440 -4.27848 2.86631
H: 1.02894 2.21047 -2.76208
H: 3.75710 2.58966 2.93623
H: -2.23571 -0.30797 -0.17266
H: 1.38460 -1.86412 5.73469
H: -2.39152 -6.45827 3.89675
H: 5.38474 2.12109 2.41214
H: 2.83986 -1.34875 -1.05051
H: 5.17664 1.08128 -2.55010
H: 2.17482 -0.34029 5.25455
H: -1.23307 -0.92965 1.12039
H: -5.03348 -1.88112 1.23900
H: 1.89066 0.70374 -2.69686
H: -6.07875 -0.45722 1.44705
H: 1.98026 -0.92239 2.88252
H: 0.80388 -0.29426 -0.04089
H: -0.88854 1.40761 -1.71726

Output
- Relative energy (zero: lowest compared OMol25 entry of this formula, charge and spin): 0.0 kcal/mol
- Maximum force: 0.0410 Eh/bohr

Löwdin population analysis, charges in e, atoms 1 to 6:
1 P 0.838
2 F 0.082
3 F 0.078
4 F 0.077
5 F 0.071
6 F 0.068

---

The evaluated M for the records listed, in turn: 1290.9; 708.7; 798.5 g mol⁻¹.
The evaluated HOMO-LUMO gap for the records listed, in turn: 10.1872; 7.9295; 9.0570 eV.
The evaluated LUMO for the records listed, in turn: -0.0059; -0.0467; 0.0009 Eh.